Record 1
ORCA calculation (ωB97M-V/def2-TZVPD) on a cluster of 2 separate species, CH4IO in total.

Geometry (Å):
I1 -0.187 2.219 -2.616
C1 0.046 -0.701 0.567
O1 -0.191 0.688 0.628
H1 0.265 -1.027 -0.453
H2 0.904 -0.982 1.195
H3 -0.825 -1.252 0.938
H4 -0.013 1.055 -0.259

As for the total charge: -1. For the energy above the lowest of the compared OMol25 structures with the same formula, charge and spin, the calculation gives 7.5 kJ/mol. The value obtained for the orbital gap is 7.5 eV. The calculation puts the LUMO energy at 3.94 eV. Its HOMO energy is -3.6085 eV.

Record 2
ORCA calculation (ωB97M-V/def2-TZVPD) on the molecule C6H6N2O2S.

Geometry (Å):
C1 -1.212 -0.311 2.708
C2 -0.825 -0.569 0.645
C3 -0.509 0.739 0.635
C4 1.042 -1.482 -0.845
C5 0.087 1.513 -0.490
C6 0.042 -0.695 -1.654
N1 -1.154 -1.193 1.786
N2 -0.069 0.713 -1.737
O1 2.014 -0.809 -0.220
O2 0.954 -2.706 -0.921
S1 -0.782 1.351 2.279
H1 -1.363 -0.472 3.720
H2 -0.223 2.599 -0.509
H3 1.076 1.455 -0.220
H4 -0.642 -1.260 -2.192
H5 -0.740 1.174 -2.362
H6 2.304 -0.046 -0.624

For the energy above the lowest of the compared OMol25 structures with the same formula, charge and spin, the calculation gives 294.9 kJ/mol. The value obtained for the orbital gap (spin up / spin down) is 8.2 / 7.6 eV. The calculation puts the LUMO energy (spin up / spin down) at -0.41 / -0.52 eV. Its HOMO energy (spin up / spin down) is -8.5634 / -8.1073 eV.

Record 3
ORCA calculation (ωB97M-V/def2-TZVPD) on the ion C4H6N2 with charge +2.

Geometry (Å):
C1 0.354 0.035 0.070
C2 1.537 -0.014 0.086
C3 -3.320 -0.218 -0.123
C4 -2.057 0.232 -0.029
N1 -0.953 -0.102 0.260
N2 2.869 -0.051 -0.098
H1 -3.908 -0.629 -1.028
H2 -4.000 0.007 0.727
H3 -2.775 1.152 -0.574
H4 3.328 -0.623 0.670
H5 3.339 0.965 0.126
H6 3.074 -0.495 -1.040

As for the total charge: +2. For the energy above the lowest of the compared OMol25 structures with the same formula, charge and spin, the calculation gives 432.6 kJ/mol. The value obtained for the orbital gap is 9.0 eV. The calculation puts the LUMO energy at -9.90 eV. Its HOMO energy is -18.9473 eV.

Record 4
ORCA calculation (ωB97M-V/def2-TZVPD) on a cluster of 6 separate species, C26H39ClF6NO27S6 in total.

Geometry (Å):
C1 2.089 2.410 -3.766
C2 0.847 2.165 -4.741
O1 -0.431 2.652 -4.224
C3 0.630 0.654 -5.228
O2 1.260 -0.370 -4.411
C4 0.657 -0.510 -3.146
C5 -0.775 -0.104 -2.757
N1 -1.342 -0.252 -1.413
S1 -2.976 0.268 -1.199
O3 -3.236 1.037 0.056
O4 -3.533 1.060 -2.345
C6 -4.057 -1.287 -1.085
F1 -4.910 -1.391 -2.214
F2 -3.315 -2.457 -0.828
F3 -4.938 -1.099 0.023
C7 -0.503 -0.828 -0.352
C8 -1.077 -0.977 1.124
C9 -0.491 0.053 2.198
O5 -1.590 0.515 3.042
C10 0.204 1.362 1.601
F4 0.372 2.267 2.712
F5 1.544 1.141 1.127
F6 -0.564 2.074 0.652
C11 0.955 -1.327 -0.614
C12 1.884 -2.004 0.517
C13 2.007 -3.606 0.199
C14 2.078 -4.466 1.565
Cl1 0.498 -4.166 -0.710
C15 1.561 -1.173 -2.030
C16 3.036 -1.640 -2.403
O6 3.990 -0.933 -2.024
O7 3.250 -2.849 -3.112
H1 1.661 2.853 -2.785
H2 2.781 3.240 -4.177
H3 2.758 1.506 -3.584
H4 1.051 2.790 -5.696
H5 -1.033 2.590 -5.009
H6 -0.489 0.408 -5.407
H7 1.110 0.568 -6.277
H8 -1.441 0.343 -3.561
H9 -0.773 -2.035 1.482
H10 -2.221 -0.954 1.199
H11 0.241 -0.473 2.937
H12 -1.216 0.730 3.937
H13 1.479 -1.839 1.569
H14 2.929 -1.568 0.379
H15 2.956 -3.759 -0.427
H16 0.988 -4.702 1.861
H17 2.638 -5.453 1.459
H18 2.547 -3.818 2.401
H19 2.726 -3.592 -2.730
C17 3.788 2.475 4.385
C18 4.282 1.994 5.740
O8 3.388 0.941 6.107
S2 2.891 0.179 4.766
O9 3.696 -0.993 4.587
O10 1.457 0.141 4.773
O11 3.375 1.294 3.694
H20 2.918 3.130 4.491
H21 4.565 2.994 3.823
H22 4.274 2.785 6.491
H23 5.289 1.573 5.667
C19 -3.010 4.085 3.502
C20 -2.242 4.315 2.210
O12 -2.664 5.599 1.751
S3 -2.999 6.536 3.033
O13 -1.855 7.355 3.302
O14 -4.317 7.071 2.870
O15 -3.051 5.358 4.148
H24 -4.038 3.772 3.299
H25 -2.527 3.348 4.144
H26 -2.449 3.551 1.461
H27 -1.164 4.360 2.394
C21 -7.117 9.132 3.913
C22 -6.533 9.051 5.314
O16 -7.268 10.009 6.077
S4 -8.783 10.095 5.500
O17 -9.622 9.268 6.315
O18 -9.082 11.466 5.219
O19 -8.520 9.323 4.097
H28 -6.723 9.996 3.371
H29 -6.929 8.226 3.335
H30 -5.467 9.278 5.335
H31 -6.703 8.065 5.757
C23 5.567 -4.107 -6.265
C24 5.125 -4.903 -5.046
O20 5.145 -6.266 -5.466
S5 6.326 -6.465 -6.563
O21 7.481 -6.980 -5.892
O22 5.764 -7.081 -7.726
O23 6.585 -4.894 -6.882
H32 4.746 -3.991 -6.979
H33 5.955 -3.124 -5.997
H34 4.131 -4.621 -4.703
H35 5.838 -4.792 -4.223
C25 -0.794 -7.895 -2.533
C26 -0.232 -9.290 -2.306
O24 0.886 -9.101 -1.438
S6 0.590 -7.844 -0.457
O25 0.105 -8.352 0.791
O26 1.689 -6.928 -0.550
O27 -0.669 -7.228 -1.276
H36 -0.202 -7.347 -3.271
H37 -1.837 -7.918 -2.851
H38 0.077 -9.770 -3.234
H39 -0.956 -9.928 -1.791

As for the total charge: +1. For the energy above the lowest of the compared OMol25 structures with the same formula, charge and spin, the calculation gives 509.8 kJ/mol. The value obtained for the orbital gap is 6.1 eV. The calculation puts the LUMO energy at -5.92 eV. Its HOMO energy is -11.9775 eV.

Record 5
ORCA calculation (ωB97M-V/def2-TZVPD) on a structure of composition C18H21N7OPt.

Geometry (Å):
Pt1 -0.789 -0.092 0.832
C1 -0.151 -1.598 3.288
N1 -1.106 -1.655 2.121
C2 -1.299 -2.946 1.370
C3 -1.045 -2.740 -0.082
N2 -1.016 -1.535 -0.620
C4 -0.831 -1.711 -1.995
C5 -0.665 -0.803 -3.040
C6 -0.482 -1.321 -4.303
C7 -0.452 -2.706 -4.540
C8 -0.592 -3.614 -3.514
C9 -0.777 -3.086 -2.242
N3 -0.909 -3.702 -1.003
C10 0.824 -0.484 3.106
N4 0.632 0.469 2.219
C11 1.647 1.405 2.392
C12 1.929 2.589 1.718
C13 3.038 3.293 2.135
C14 3.853 2.836 3.185
C15 3.586 1.660 3.852
C16 2.464 0.955 3.432
N5 1.912 -0.252 3.856
H1 0.301 -2.569 3.487
H2 -0.748 -1.334 4.165
H3 -2.011 -1.510 2.560
H4 -2.358 -3.205 1.460
H5 -0.731 -3.762 1.816
H6 -0.666 0.262 -2.873
H7 -0.350 -0.649 -5.139
H8 -0.305 -3.064 -5.548
H9 -0.552 -4.680 -3.691
H10 -0.916 -4.695 -0.833
H11 1.294 2.937 0.918
H12 3.291 4.223 1.647
H13 4.711 3.424 3.476
H14 4.216 1.308 4.657
H15 2.252 -0.828 4.609
C17 -1.483 3.589 -3.107
N6 -0.724 2.899 -2.072
C18 -1.234 2.010 -1.225
N7 -2.492 1.585 -1.394
O1 -0.497 1.585 -0.278
H16 -0.811 4.262 -3.630
H17 -2.292 4.180 -2.676
H18 -1.882 2.883 -3.836
H19 0.232 3.161 -1.897
H20 -3.090 1.977 -2.102
H21 -2.924 1.048 -0.660

As for the total charge: +2. The value obtained for the orbital gap is 8.4 eV. The calculation puts the LUMO energy at -5.81 eV. Its HOMO energy is -14.1572 eV.

Record 6
ORCA calculation (ωB97M-V/def2-TZVPD) on a cluster of 2 separate species, CH4N2OS in total.

Geometry (Å):
C1 -0.360 0.142 0.228
N1 1.310 -1.431 0.203
N2 0.156 1.372 0.235
O1 -2.799 0.531 -0.110
S1 -1.800 -0.514 -0.261
H1 1.821 -1.248 -0.642
H2 0.640 -2.164 0.056
H3 0.850 1.515 0.951
H4 0.181 1.797 -0.661

For the energy above the lowest of the compared OMol25 structures with the same formula, charge and spin, the calculation gives 499.3 kJ/mol. The value obtained for the orbital gap (spin up / spin down) is 7.9 / 8.2 eV. The calculation puts the LUMO energy (spin up / spin down) at -0.65 / -0.69 eV. Its HOMO energy (spin up / spin down) is -8.5940 / -8.9057 eV.